[1]
{"formula": "C4H5NO2", "method": "wB97M-V/def2-TZVPD", "smiles": "C1=NOC[C@@H]2O[C@@H]12", "gap_ev": 9.78, "e_homo_ev": -8.894, "elements": ["C", "N", "O", "C", "C", "O", "C", "H", "H", "H", "H", "H"], "xyz": [[0.214, -1.545, -0.105], [1.289, -0.973, -0.185], [1.465, 0.248, 0.233], [0.337, 1.393, -0.016], [-0.779, 0.448, -0.490], [-1.853, -0.172, 0.023], [-0.734, -0.682, 0.566], [0.084, -2.666, -0.564], [0.253, 1.882, 0.954], [0.578, 2.174, -0.655], [-0.409, 0.215, -1.418], [-0.444, -0.322, 1.658]], "forces_ev_per_a": [[-3.71, -4.68, -0.24], [5.03, -1.34, -1.79], [0.56, 4.33, 0.29], [-2.13, -2.77, 2.79], [3.03, 2.64, 2.26], [-4.17, 0.27, 0.22], [1.03, 0.63, 1.76], [0.39, 2.93, 1.39], [-0.12, -0.51, 0.25], [1.23, 0.55, -1.94], [-0.37, -1.18, -2.62], [-0.76, -0.86, -2.38]]}

=====

[2]
{"formula": "C5H11O2", "method": "wB97M-V/def2-TZVPD", "charge": -1, "gap_ev": 7.55, "e_homo_ev": -3.762, "elements": ["C", "C", "C", "O", "O", "H", "H", "H", "H", "H", "C", "C", "H", "H", "H", "H", "H", "H"], "xyz": [[-0.253, 1.271, -0.878], [-0.092, 0.424, -2.221], [-1.660, 1.778, -0.408], [-1.678, 2.992, -0.710], [-2.531, 0.931, -0.002], [0.486, 0.982, -0.166], [0.244, 2.187, -1.228], [-0.566, 0.983, -3.054], [-0.671, -0.555, -2.341], [0.987, 0.359, -2.252], [0.343, -2.083, 1.615], [1.114, -0.721, 1.680], [-0.210, -2.396, 2.590], [-0.322, -2.032, 0.867], [1.030, -2.881, 1.384], [1.529, -0.532, 2.681], [0.298, -0.026, 1.371], [1.953, -0.683, 1.073]], "forces_ev_per_a": [[0.57, 0.25, -2.06], [-2.22, -0.17, 0.94], [0.46, -1.52, -1.19], [-1.90, 0.37, 1.03], [1.27, 1.76, -0.27], [-0.06, -1.00, 0.84], [-0.31, 0.08, 0.14], [0.81, 0.17, 0.36], [1.19, 0.81, 0.86], [0.19, -0.57, -0.94], [2.39, -0.29, 3.95], [-2.98, -0.64, 1.80], [0.95, 0.85, -1.59], [-2.65, 0.13, -2.69], [0.26, -0.54, 0.02], [-0.56, 0.16, -0.07], [1.30, 0.14, 0.63], [1.27, 0.02, -1.75]]}

=====

[3]
{"formula": "C5H10N2S", "method": "wB97M-V/def2-TZVPD", "smiles": "C/C=C(C)\\N=C\\NS", "gap_ev": 8.81, "e_homo_ev": -8.055, "elements": ["C", "C", "C", "C", "N", "C", "N", "S", "H", "H", "H", "H", "H", "H", "H", "H", "H", "H"], "xyz": [[-1.640, 1.010, -1.265], [-0.638, -0.029, -1.564], [0.401, -0.421, -0.809], [1.416, -1.397, -1.357], [0.667, 0.058, 0.486], [-0.037, -0.312, 1.500], [0.184, 0.224, 2.758], [1.572, 1.074, 3.123], [-2.663, 0.574, -1.289], [-1.693, 1.729, -2.113], [-1.405, 1.545, -0.330], [-0.835, -0.641, -2.453], [1.369, -2.401, -0.873], [2.402, -0.935, -1.282], [1.202, -1.603, -2.420], [-0.934, -0.922, 1.472], [-0.546, 0.085, 3.450], [1.177, 2.361, 2.966]], "forces_ev_per_a": [[-0.84, 0.53, -0.46], [0.34, -1.05, 0.12], [-0.68, -0.61, -0.27], [-0.49, -0.59, -0.33], [-0.57, -0.48, 1.37], [0.74, 1.75, -1.49], [-0.50, -0.45, -0.22], [0.39, 0.34, 0.57], [0.49, 0.25, 0.56], [0.27, -0.14, 0.58], [-0.40, -0.18, -0.38], [0.41, 0.54, -0.04], [0.31, 0.84, 0.10], [0.07, -0.37, 0.12], [0.13, 0.28, 0.37], [-0.08, -0.40, -0.25], [0.53, -0.01, -0.17], [-0.14, -0.26, -0.19]]}

=====

[4]
{"formula": "C11H20CeCl3N5O6", "method": "wB97M-V/def2-TZVPD", "charge": 2, "gap_ev": 7.95, "e_homo_ev": -16.023, "elements": ["Ce", "N", "C", "C", "C", "C", "N", "C", "N", "N", "C", "O", "O", "H", "H", "H", "H", "H", "H", "H", "H", "H", "H", "H", "H", "H", "H", "N", "C", "C", "C", "O", "O", "H", "H", "H", "H", "H", "H", "Cl", "C", "Cl", "Cl", "C", "O", "O"], "xyz": [[-0.522, 1.149, -1.666], [-0.964, 1.179, 0.781], [-1.641, -0.097, 1.155], [-1.631, -0.440, 2.633], [-0.295, -0.464, 3.385], [0.064, -1.866, 3.849], [0.332, -2.810, 2.765], [1.481, -2.945, 2.119], [2.615, -2.440, 2.611], [1.504, -3.639, 0.980], [-1.132, -1.243, 0.273], [-1.121, -2.385, 0.666], [-0.702, -0.875, -0.934], [-0.013, 1.182, 1.153], [-1.454, 1.954, 1.226], [-2.690, 0.032, 0.873], [-2.120, -1.410, 2.733], [-2.304, 0.273, 3.115], [-0.393, 0.125, 4.298], [0.534, -0.008, 2.831], [-0.771, -2.285, 4.410], [0.901, -1.850, 4.547], [-0.486, -3.103, 2.246], [2.650, -2.086, 3.550], [3.496, -2.675, 2.186], [0.634, -3.848, 0.514], [2.337, -3.666, 0.417], [0.528, 0.604, -3.980], [2.030, 0.535, -4.003], [2.645, 1.606, -3.098], [1.902, 1.558, -1.799], [1.793, 0.502, -1.149], [1.120, 2.552, -1.481], [0.153, -0.240, -4.411], [0.213, 1.372, -4.575], [2.404, 0.650, -5.019], [2.311, -0.453, -3.646], [2.553, 2.604, -3.525], [3.701, 1.390, -2.935], [-1.574, 3.979, -0.749], [-3.103, 3.609, -1.723], [-4.469, 3.472, -0.663], [-3.322, 4.791, -2.958], [-2.619, 2.248, -2.258], [-2.786, 1.228, -1.534], [-1.790, 2.235, -3.209]], "forces_ev_per_a": [[0.38, -1.75, 0.45], [0.08, -0.63, 0.41], [-0.08, -0.06, -0.22], [-0.31, 0.34, 0.26], [0.01, 0.02, 0.12], [0.28, -0.33, 0.17], [0.12, 0.07, 0.25], [-0.08, -0.25, 0.17], [0.10, 0.12, -0.06], [0.06, 0.11, -0.13], [0.49, 0.15, -0.51], [-0.39, 0.11, -0.63], [-0.43, 0.18, 0.75], [-0.04, 0.06, 0.17], [0.06, 0.01, -0.17], [0.01, -0.03, -0.12], [-0.10, 0.05, -0.04], [0.05, -0.03, 0.06], [0.03, 0.10, -0.06], [-0.02, -0.13, -0.06], [0.03, 0.02, 0.03], [0.03, -0.01, -0.02], [0.10, -0.01, 0.07], [0.01, -0.01, 0.02], [0.00, -0.01, 0.02], [-0.01, 0.05, 0.02], [0.04, -0.10, 0.07], [0.29, 0.24, 0.07], [-0.10, -0.09, -0.07], [0.14, 0.15, -0.02], [1.45, 0.60, 0.19], [-0.30, 0.02, -0.18], [0.48, -0.13, -0.39], [0.02, 0.05, 0.03], [0.03, -0.09, 0.02], [0.00, -0.01, 0.00], [-0.02, 0.01, 0.03], [0.03, 0.00, -0.01], [0.00, -0.02, -0.05], [-0.18, 0.13, -0.07], [0.01, -0.06, -0.02], [0.01, -0.01, 0.01], [0.01, 0.05, -0.09], [-1.40, 0.60, -0.40], [-0.34, 0.43, -0.13], [-0.50, 0.11, 0.04]]}

=====

The calculation returns the following LUMO values, one per record and in order: 0.9 3.8 0.8 -8.1 eV.
The calculation returns the following DFT total energy values, one per record and in order: -9806.7583 -9458.3168 -19161.2410 -81953.7965 eV.
The calculation returns the following energy relative to the best compared isomer or geometry (same formula, charge and spin) values, one per record and in order: 729.1 165.2 160.6 0.0 kJ/mol.